1.
# C9H12BrN3

An isolated molecule of C9H12BrN3 at a distorted geometry (the ωB97M-V functional and the def2-TZVPD basis, the Open Molecules 2025 dataset).

The total energy is -3088.2775 Eh. For the energy relative to the best compared isomer or geometry (same formula, charge and spin), the calculation gives 0.000 eV. The frontier orbital gap is 8.041 eV. The largest force on an atom comes out at 4.9 eV/Å.

Geometry (Å):
1 C 1.4264 1.5209 -0.0064
2 C 1.6682 0.1737 0.0933
3 C -0.5671 -0.2984 0.2086
4 C -0.8208 1.0791 -0.1906
5 C 0.1328 -2.2740 -1.6217
6 C -1.3206 -1.0710 1.0411
7 C 2.3155 2.7204 0.3681
8 C -2.1195 1.5486 -0.7988
9 C -0.8902 -2.4012 1.5706
10 N 0.1422 1.8908 -0.3619
11 N 1.0603 -1.7094 -0.9789
12 N 0.6478 -0.7298 -0.1317
13 Br 3.4115 -0.4239 0.3391
14 H 0.4108 -3.0583 -2.3786
15 H -0.9287 -1.7934 -1.7281
16 H -2.3608 -0.7927 1.2990
17 H 2.3799 3.0056 1.4296
18 H 1.6101 3.4369 0.1068
19 H 3.2936 2.7488 -0.1236
20 H -2.9595 1.3378 -0.2724
21 H -2.2385 0.9414 -1.6458
22 H -1.9695 2.4843 -1.2655
23 H -0.2222 -2.2517 2.3179
24 H -0.3469 -3.0514 0.8437
25 H -1.7548 -3.0330 1.8862

Atoms 1-3, force components in eV/Å:
0.91 -1.36 1.52
0.45 2.74 -0.24
-3.89 -0.60 2.63



2.
# C39H53FeN5P2

A structure of composition C39H53FeN5P2 at a distorted geometry (the ωB97M-V functional and the def2-TZVPD basis, the Open Molecules 2025 dataset).

Its spin multiplicity is 5. The total energy is -3737.8232 Eh. For the energy relative to the best compared isomer or geometry (same formula, charge and spin), the calculation gives 0.000 eV. Its expectation value of S² is 6.033. The frontier orbital gap (spin up / spin down) is 4.840 / 6.588 eV. The largest force on an atom comes out at 4.8 eV/Å.

Geometry (Å):
1 Fe -0.8656 1.9415 -3.3928
2 C -1.8211 2.1041 -4.9845
3 C -1.7196 0.7063 -4.6356
4 C -0.6653 -0.2463 -5.1544
5 C 0.7050 0.4980 -5.2273
6 C 0.8377 1.4404 -4.0543
7 C 0.6412 2.8762 -4.1186
8 C 0.2060 3.5963 -5.3727
9 C -1.0237 2.8742 -6.0310
10 C 1.7788 0.7008 1.2768
11 H -2.7684 2.6046 -4.7609
12 H -2.6494 0.2262 -4.3097
13 H -0.9192 -0.6819 -6.1422
14 H -0.5737 -1.0937 -4.4416
15 H 1.5155 -0.2481 -5.1754
16 H 0.7968 1.0367 -6.1859
17 H 1.5482 1.0819 -3.3007
18 H 1.2320 3.4664 -3.4077
19 H 1.0339 3.6901 -6.1004
20 H -0.0957 4.6218 -5.1025
21 H -1.6924 3.6456 -6.4730
22 H -0.6760 2.2283 -6.8554
23 H 0.9148 1.3529 1.0615
24 H 2.6043 1.3503 1.6198
25 H 1.4912 -0.0104 2.0671
26 P 2.2715 -0.2322 -0.1598
27 P -1.1955 -0.6862 0.4950
28 N 3.2551 0.8943 -1.0228
29 N 3.4196 -1.4045 0.3002
30 N -2.0768 0.7220 -0.6932
31 N -2.6431 -1.5796 0.4555
32 C 1.1043 -0.9420 -1.3287
33 C -0.3284 -1.4258 -0.9341
34 C 3.0804 2.2821 -0.9357
35 C 4.0815 2.8976 -1.6642
36 C 4.8959 1.8707 -2.2385
37 C 4.3642 0.6514 -1.8516
38 C 4.2923 -1.2905 1.4031
39 C 5.1292 -2.3921 1.4177
40 C 4.7752 -3.2270 0.3110
41 C 3.7316 -2.6100 -0.3662
42 C -1.3669 1.8645 -1.0949
43 C -2.3014 2.8215 -1.6248
44 C -3.5729 2.1653 -1.6388
45 C -3.3857 0.9058 -1.0783
46 C -3.2921 -2.2384 -0.6068
47 C -4.3932 -2.9161 -0.1016
48 C -4.4698 -2.6288 1.2963
49 C -3.4127 -1.7948 1.6093
50 H 1.6191 -1.7776 -1.8375
51 H 1.0095 -0.1808 -2.1298
52 H -0.9591 -1.2659 -1.8273
53 H -0.3174 -2.5130 -0.7832
54 H 2.3209 2.7030 -0.2963
55 H 4.2118 3.9642 -1.7625
56 H 5.7767 2.0117 -2.8481
57 H 4.6898 -0.3616 -2.0381
58 H 4.2620 -0.4205 2.0486
59 H 5.9209 -2.5963 2.1289
60 H 5.2455 -4.1608 0.0372
61 H 3.2006 -2.9029 -1.2594
62 H -0.3656 2.0757 -0.7168
63 H -2.0527 3.8404 -1.8791
64 H -4.5220 2.5999 -1.9246
65 H -4.1541 0.1789 -0.8454
66 H -2.9331 -2.1648 -1.6199
67 H -5.0823 -3.5381 -0.6635
68 H -5.2154 -2.9877 1.9975
69 H -3.1083 -1.3205 2.5273
70 C -0.9450 0.1920 7.2370
71 C -1.0820 0.4106 5.7538
72 C -1.6713 1.5888 5.2905
73 C -1.7795 1.8497 3.9220
74 C -2.4105 3.1305 3.4526
75 C -1.2947 0.9074 3.0239
76 C -0.7748 -0.3521 3.4302
77 C -0.6361 -0.5419 4.8355
78 N -0.4448 -1.2754 2.4336
79 C 0.0702 -2.6305 2.7884
80 C 1.4208 -2.5549 3.5138
81 C -0.9521 -3.4170 3.6085
82 C 0.3212 -3.4131 1.5053
83 H -0.3964 1.0240 7.6999
84 H -1.9308 0.1513 7.7217
85 H -0.4138 -0.7396 7.4622
86 H -2.0296 2.3223 6.0132
87 H -3.4062 3.2718 3.8927
88 H -1.8079 4.0013 3.7413
89 H -2.5196 3.1511 2.3641
90 H -1.3443 1.1689 1.9592
91 H -0.2116 -1.4613 5.2326
92 H 1.3692 -2.0123 4.4606
93 H 1.7644 -3.5823 3.7177
94 H 2.1653 -2.0614 2.8731
95 H -1.9331 -3.3789 3.1241
96 H -0.6209 -4.4634 3.6656
97 H -1.0531 -3.0429 4.6283
98 H -0.6066 -3.6018 0.9541
99 H 1.0581 -2.9034 0.8719
100 H 0.7509 -4.3905 1.7677

Atoms 1-3, force components in eV/Å:
-1.55 0.18 4.53
-1.52 0.17 -2.05
-0.92 -0.32 -0.56



What is the energy relative to the best compared isomer or geometry (same formula, charge and spin) in the second record?
0.000 eV